ORCA calculation (ωB97M-V/def2-TZVPD) on a molecular structure, C36H39N6O3OsS3.

As for the total charge: +3. Its strongest force on any atom is 1.12 eV Å⁻¹. The value obtained for the gap between HOMO and LUMO (alpha / beta) is 3.34 / 3.39 eV. For the lowest unoccupied orbital energy (alpha / beta), the calculation gives -10.8 / -10.7 eV. Its spin multiplicity is 1. For the total energy, the calculation gives -3233.800721 Eh.

```
88
C36H39N6O3OsS3 (ωB97M-V/def2-TZVPD)
Os -0.461 0.140 -0.253
O -1.851 0.575 -7.765
C -0.743 0.908 -7.836
O 0.364 1.248 -7.865
C -0.530 0.594 -4.848
C 0.658 0.868 -4.219
C 0.634 0.730 -2.837
N -0.483 0.272 -2.235
C -1.621 -0.024 -2.886
C -1.674 0.120 -4.273
C -2.731 -0.421 -1.993
C -3.976 -0.787 -2.469
C -4.969 -1.151 -1.571
C -4.682 -1.142 -0.217
C -3.416 -0.765 0.195
N -2.457 -0.400 -0.659
C 1.738 1.065 -1.899
C 2.985 1.483 -2.319
C 3.964 1.754 -1.372
C 3.669 1.602 -0.027
C 2.400 1.184 0.332
N 1.455 0.926 -0.577
H 1.534 1.208 -4.757
H -2.573 -0.072 -4.845
H -4.173 -0.794 -3.531
H -5.948 -1.439 -1.928
H -5.421 -1.427 0.518
H -3.151 -0.757 1.243
H 3.202 1.591 -3.372
H 4.947 2.078 -1.686
H 4.407 1.799 0.737
H 2.105 1.038 1.364
C 0.960 -0.154 4.917
C -0.209 -0.920 4.326
S -1.142 -0.138 3.003
O -0.107 0.070 1.878
C -1.502 1.498 3.695
C -0.407 2.525 3.460
H 1.502 -0.817 5.591
H 0.633 0.702 5.502
H 1.654 0.176 4.144
H -0.969 -1.168 5.073
H 0.114 -1.855 3.871
H -1.705 1.325 4.754
H -2.440 1.798 3.228
H 0.443 2.386 4.121
H -0.815 3.517 3.644
H -0.060 2.480 2.429
N -0.027 -1.801 -0.261
S 1.153 -2.526 0.626
C 2.516 -2.816 -0.498
C 3.564 -3.606 -0.039
C 4.654 -3.809 -0.869
C 4.689 -3.232 -2.134
C 3.633 -2.449 -2.575
C 2.535 -2.230 -1.752
C 0.579 -4.179 0.889
C 0.327 -4.575 2.195
C -0.164 -5.852 2.426
C -0.404 -6.702 1.356
C -0.140 -6.295 0.051
C 0.362 -5.029 -0.192
H -0.388 -2.415 -0.987
H 3.533 -4.065 0.942
H 5.476 -4.425 -0.530
H 5.539 -3.405 -2.779
H 3.657 -2.017 -3.567
H 1.698 -1.639 -2.095
H 0.541 -3.913 3.023
H -0.348 -6.186 3.437
H -0.785 -7.698 1.538
H -0.310 -6.974 -0.773
H 0.613 -4.724 -1.202
S -1.356 2.449 -0.708
C -1.364 3.932 0.214
N -2.535 4.507 0.431
C -2.695 5.851 1.006
C -1.518 6.132 1.924
C -0.226 5.898 1.161
N -0.250 4.548 0.578
H -3.344 4.017 0.083
H -3.639 5.874 1.545
H -2.747 6.583 0.199
H -1.567 5.472 2.791
H -1.559 7.157 2.286
H 0.649 5.978 1.803
H -0.122 6.628 0.356
H 0.616 4.107 0.315
```

=====

ORCA calculation (ωB97M-V/def2-TZVPD) on a molecular structure, C21H19N2O2Sn.

As for the total charge: +1. Its strongest force on any atom is 1.86 eV Å⁻¹. The value obtained for the gap between HOMO and LUMO is 8.04 eV. For the lowest unoccupied orbital energy, the calculation gives -3.5 eV. Its spin multiplicity is 1. Its relative energy (zero: lowest compared OMol25 entry of this formula, charge and spin) is 48.4 kJ/mol. For the total energy, the calculation gives -1285.702410 Eh.

```
45
C21H19N2O2Sn (ωB97M-V/def2-TZVPD)
Sn 0.245 0.354 0.067
O -0.306 -0.020 1.907
C -1.615 0.177 2.260
C -1.890 0.998 3.340
C -3.198 1.163 3.766
C -4.247 0.508 3.127
C -3.973 -0.320 2.058
C -2.662 -0.478 1.599
C -2.408 -1.330 0.444
N -1.386 -1.186 -0.307
C -1.059 -2.154 -1.342
C 0.352 -2.595 -0.998
N 1.188 -1.388 -0.863
C 2.454 -1.528 -1.105
C 3.511 -0.593 -0.894
C 4.834 -1.025 -1.131
C 5.893 -0.198 -0.869
C 5.645 1.081 -0.353
C 4.362 1.529 -0.114
C 3.282 0.698 -0.400
O 2.035 1.169 -0.269
H -1.067 1.486 3.845
H -3.402 1.810 4.610
H -5.265 0.642 3.466
H -4.775 -0.840 1.546
H -3.104 -2.148 0.244
H -1.101 -1.661 -2.315
H -1.735 -3.011 -1.350
H 0.757 -3.283 -1.740
H 0.334 -3.110 -0.034
H 2.770 -2.504 -1.478
H 4.998 -2.028 -1.508
H 6.906 -0.527 -1.050
H 6.479 1.735 -0.130
H 4.166 2.520 0.270
C -2.487 0.989 -2.050
C -2.723 1.645 -0.811
C -1.552 2.208 -0.377
C -0.498 1.857 -1.373
C -1.160 1.107 -2.399
H -3.247 0.494 -2.640
H -3.678 1.720 -0.313
H -1.407 2.867 0.469
H 0.434 2.393 -1.484
H -0.701 0.779 -3.320
```

=====

ORCA calculation (ωB97M-V/def2-TZVPD) on a gas-phase ion, CH2ClN2O2 (charge -1).

As for the total charge: -1. Its strongest force on any atom is 3.42 eV Å⁻¹. The value obtained for the gap between HOMO and LUMO is 8.70 eV. For the lowest unoccupied orbital energy, the calculation gives 4.0 eV. Its spin multiplicity is 1. Its relative energy (zero: lowest compared OMol25 entry of this formula, charge and spin) is 64.2 kJ/mol. For the total energy, the calculation gives -759.434307 Eh.

```
8
CH2ClN2O2 (ωB97M-V/def2-TZVPD)
O 0.148 -1.186 -1.272
N -0.747 -0.336 -1.080
O -1.710 -0.257 -1.865
N -0.713 0.440 -0.072
C 0.450 0.494 0.663
Cl 0.524 -0.834 2.087
H 0.661 1.397 1.278
H 1.388 0.283 0.262
```